# 1
247
Properties=species:S:1:pos:R:3 method="wB97M-V/def2-TZVPD" de_lowest_ev=7.6409 e_homo_ev=-8.4 homo_lumo_gap_ev=8.576 e_lumo_ev=0.2
O -9.0703 25.2187 -3.5127
H -9.2585 24.7149 -4.3046
H -9.9015 25.6393 -3.2927
O -14.1984 24.1855 -8.2629
H -15.0968 23.8691 -8.3583
H -13.7631 23.9198 -9.0729
O -6.0408 11.7623 -9.4819
H -5.8446 12.6037 -9.8941
H -5.2420 11.2473 -9.5956
C -15.4752 21.6716 -14.2819
C -14.6356 21.9745 -13.0565
C -13.5819 20.9455 -12.7710
O -14.0549 19.6563 -12.3789
C -14.3023 18.6222 -13.3843
N -14.1091 23.3430 -13.3403
H -14.8235 21.7620 -15.1509
H -16.2004 22.4796 -14.3775
H -16.0538 20.7484 -14.3163
H -15.2189 21.9842 -12.1357
H -12.9880 21.1883 -11.8899
H -12.8861 21.0088 -13.6077
H -13.4686 17.9383 -13.2247
H -14.2620 19.0609 -14.3813
H -15.2183 18.1129 -13.0849
H -13.6393 23.3288 -14.2343
H -14.9566 23.8403 -13.5739
C -8.8952 18.1680 -1.8255
C -10.3717 17.6193 -2.1413
C -10.8676 17.9322 -3.5516
O -12.2052 17.3609 -3.7445
C -12.7465 17.7324 -4.9804
N -10.3770 16.1621 -1.9499
H -8.4382 17.6778 -0.9659
H -8.9913 19.2123 -1.5284
H -8.1450 18.2584 -2.6110
H -11.0683 18.0471 -1.4204
H -10.2923 17.6637 -4.4376
H -10.9944 19.0120 -3.4732
H -12.2934 17.0682 -5.7163
H -12.6532 18.7740 -5.2879
H -13.8135 17.5095 -4.9707
H -11.0339 15.8349 -2.6438
H -10.6753 15.9682 -1.0046
C -6.0740 13.6838 -12.5581
C -4.5313 13.7369 -12.4655
C -4.0514 14.4536 -11.1906
O -4.3629 13.8001 -9.9997
C -3.7420 14.2634 -8.8698
N -3.9444 12.4017 -12.4906
H -6.5608 14.6338 -12.3374
H -6.4345 12.9809 -11.8070
H -6.4030 13.3220 -13.5323
H -4.2441 14.2808 -13.3654
H -4.3638 15.4976 -11.2133
H -2.9643 14.5055 -11.2504
H -2.6710 14.4518 -8.9436
H -3.8142 13.7762 -7.8974
H -4.0215 15.3130 -8.7785
H -3.9355 12.0366 -13.4323
H -2.9733 12.4735 -12.2226
C -3.0224 11.6729 -1.3091
C -3.2144 12.4545 -2.6537
C -4.6459 12.7888 -2.9089
O -4.7617 13.6503 -4.0605
C -6.0370 13.7517 -4.6200
N -2.4645 13.7388 -2.5574
H -1.9713 11.3912 -1.3724
H -3.5746 10.7559 -1.1040
H -2.9768 12.2725 -0.4000
H -2.7728 11.8965 -3.4793
H -5.0110 13.2281 -1.9806
H -5.2765 11.8999 -2.9290
H -6.6978 14.4223 -4.0708
H -6.5027 12.7785 -4.7756
H -6.0088 14.2086 -5.6092
H -2.5926 14.1440 -3.4737
H -1.4674 13.5809 -2.5259
C -11.9047 22.9264 -5.2612
C -13.1220 22.2630 -4.7838
C -13.1255 21.5258 -3.4371
O -12.4893 22.3381 -2.4867
C -11.7484 21.8203 -1.4203
N -14.1076 23.2316 -5.0052
H -11.7378 23.5972 -4.4185
H -11.7310 23.3963 -6.2293
H -11.0780 22.2160 -5.2636
H -13.3602 21.5984 -5.6143
H -12.4911 20.6396 -3.4537
H -14.1504 21.3996 -3.0883
H -12.3365 21.3050 -0.6610
H -11.0863 22.5869 -1.0178
H -11.0282 21.1746 -1.9228
H -15.0171 22.8254 -4.8379
H -14.3120 23.5273 -5.9491
C -6.8388 22.4959 -15.1112
C -7.3471 21.1765 -14.4703
C -6.6681 20.8223 -13.0407
O -7.2765 19.6841 -12.6114
C -6.7519 19.2748 -11.3558
N -8.7659 21.3546 -14.2560
H -7.4906 22.8928 -15.8895
H -5.8967 22.1937 -15.5686
H -6.6008 23.2071 -14.3203
H -7.2201 20.4276 -15.2520
H -6.7318 21.6244 -12.3053
H -5.6143 20.5663 -13.1504
H -6.7447 20.0764 -10.6172
H -5.7245 18.9275 -11.4647
H -7.2777 18.4571 -10.8629
H -9.2384 21.0949 -15.1101
H -8.7116 20.5689 -13.6237
C -15.6245 15.2588 -8.6498
C -15.3212 16.5701 -9.4989
C -14.0476 17.4466 -9.2211
O -13.9271 17.9869 -7.9319
C -14.9163 18.8759 -7.5803
N -15.2794 16.0492 -10.8771
H -15.9929 15.2487 -7.6240
H -14.6892 14.7015 -8.5988
H -16.3341 14.6066 -9.1589
H -16.2053 17.1472 -9.2280
H -13.9522 18.3328 -9.8485
H -13.1364 16.8886 -9.4369
H -14.9925 19.7246 -8.2600
H -14.8188 19.2338 -6.5553
H -15.9624 18.5760 -7.5185
H -14.5390 16.3429 -11.4980
H -15.2348 15.0407 -10.8447
C -2.8032 16.6909 -4.4972
C -1.4792 17.3586 -4.3328
C -0.9470 18.0061 -5.6217
O -1.0595 17.1027 -6.7000
C -0.6527 17.7376 -7.8887
N -1.5763 18.3575 -3.3030
H -3.1606 16.5281 -3.4804
H -2.7052 15.7115 -4.9655
H -3.4203 17.3837 -5.0694
H -0.7233 16.6246 -4.0539
H 0.0966 18.2897 -5.4851
H -1.5454 18.9047 -5.7714
H 0.4122 17.9557 -7.8072
H -1.0678 18.7135 -8.1406
H -0.7038 17.0360 -8.7213
H -1.8966 18.0076 -2.4114
H -0.7946 18.9904 -3.2103
C -2.7023 22.6445 -7.3612
C -1.7768 22.1957 -8.4319
C -1.3987 23.3372 -9.3525
O -0.7528 22.9412 -10.5195
C -0.3408 24.0657 -11.3385
N -0.6005 21.6427 -7.6963
H -3.5080 23.3227 -7.6424
H -2.1089 23.2182 -6.6493
H -3.3409 21.8693 -6.9377
H -2.3362 21.3834 -8.8960
H -0.6975 23.9629 -8.8002
H -2.2889 23.8869 -9.6583
H -1.1825 24.6631 -11.6886
H 0.2300 23.7870 -12.2243
H 0.1757 24.8871 -10.8419
H 0.0633 22.4038 -7.7123
H -0.2267 20.8984 -8.2677
C -11.3224 14.1403 -11.5979
C -10.3064 13.4188 -10.6558
C -10.3375 13.9604 -9.1293
O -9.2123 13.6312 -8.3129
C -9.4873 13.4179 -6.9466
N -10.5832 12.0406 -10.7504
H -12.3278 13.8018 -11.3475
H -11.1703 13.8178 -12.6279
H -11.3605 15.2206 -11.4580
H -9.3035 13.7028 -10.9746
H -11.3615 13.6696 -8.8945
H -10.4203 15.0457 -9.1866
H -10.1463 14.1471 -6.4754
H -8.5428 13.6095 -6.4372
H -9.9461 12.4364 -6.8277
H -11.1231 11.8397 -9.9207
H -9.7920 11.4337 -10.5901
C -5.2338 17.1443 -0.2601
C -3.9174 17.6773 -0.7669
C -3.5497 18.9106 0.0797
O -3.2482 18.4704 1.3713
C -2.4419 19.4679 2.1007
N -2.9854 16.5900 -0.8129
H -6.0930 17.8137 -0.2185
H -5.1640 16.8146 0.7765
H -5.6230 16.2552 -0.7562
H -3.9998 17.8909 -1.8326
H -4.4800 19.4746 0.1469
H -2.7609 19.4656 -0.4281
H -1.5521 19.8233 1.5811
H -2.0547 19.0359 3.0235
H -3.0072 20.3236 2.4699
H -2.5882 16.3364 0.0804
H -3.3390 15.7404 -1.2293
C -5.0812 22.1418 -4.5340
C -4.4960 20.9031 -3.7976
C -5.6195 20.4251 -2.7720
O -5.7859 21.3393 -1.7540
C -7.1261 21.2695 -1.2860
N -4.2326 19.9560 -4.8568
H -5.5783 22.7355 -3.7668
H -5.7537 21.9602 -5.3723
H -4.3294 22.6757 -5.1153
H -3.5287 21.1406 -3.3548
H -5.2795 19.4566 -2.4052
H -6.5372 20.2884 -3.3441
H -7.3638 20.2579 -0.9569
H -7.9291 21.4224 -2.0071
H -7.2106 22.0591 -0.5393
H -3.7616 19.1265 -4.5250
H -5.0961 19.6470 -5.2800
C -10.1563 19.9555 -7.2981
C -8.8486 19.6478 -6.6449
C -8.2161 18.3184 -7.0507
O -6.9428 18.2426 -6.4781
C -6.1017 17.3561 -7.1594
N -7.8928 20.6634 -6.9686
H -10.9286 19.2941 -6.9053
H -10.0978 19.9190 -8.3859
H -10.5717 20.9600 -7.2171
H -8.9805 19.6322 -5.5631
H -8.2743 18.1730 -8.1294
H -8.6946 17.4484 -6.6011
H -6.7026 16.5489 -7.5781
H -5.3278 16.9637 -6.4997
H -5.5771 17.9929 -7.8717
H -8.0217 20.7927 -7.9620
H -6.9437 20.3336 -6.8663
C -9.1157 24.1065 -8.2256
C -8.3631 24.0046 -9.5520
C -9.2155 23.3072 -10.6653
O -9.4447 21.9347 -10.1751
C -10.4041 21.1086 -10.8346
N -7.7432 25.2920 -9.9820
H -8.4538 24.6893 -7.5850
H -9.2513 23.0975 -7.8363
H -10.0446 24.6656 -8.3381
H -7.4676 23.3994 -9.4107
H -8.7878 23.3105 -11.6679
H -10.1832 23.7547 -10.8919
H -10.0338 20.0866 -10.7545
H -10.4807 21.1837 -11.9193
H -11.3737 20.9655 -10.3578
H -8.3372 26.0362 -9.6452
H -7.7508 25.2227 -10.9896

# 2
92
Properties=species:S:1:pos:R:3 method="wB97M-V/def2-TZVPD" e_homo_ev=-0.9 charge=-2 homo_lumo_gap_ev=5.489 e_lumo_ev=4.6
Pd -0.7276 0.3748 -1.6100
C 0.5810 -2.8581 -2.5903
Sb 1.0512 -1.3967 -1.0097
C 1.3908 0.3296 -2.1288
C 2.1831 1.3598 -1.4183
C 1.8288 2.7192 -1.5052
C 2.5350 3.6647 -0.8003
C 3.6024 3.2529 -0.0034
C 3.8893 1.9018 0.0284
N 3.2221 0.9757 -0.6611
Si 1.2484 0.4144 -3.9693
C -0.2604 -0.3111 -4.8410
C 2.7150 -0.5305 -4.7268
C 1.4369 2.1637 -4.6470
C 0.2220 -1.8368 3.2486
C -0.5899 -0.7543 2.7548
C -1.9808 -0.6325 3.0539
C -2.7333 0.3941 2.5399
C -2.1373 1.3541 1.7212
C -0.7769 1.2059 1.4952
N -0.0326 0.2165 1.9759
Si -0.4100 -3.5272 3.4324
C -0.2221 -4.2692 5.1778
C -2.2309 -3.8043 2.9704
C 0.4436 -4.8152 2.3177
Si 1.9745 -1.5414 3.6611
C 3.0856 -3.0710 3.4585
C 2.9110 -0.1687 2.7827
C 2.1672 -1.1424 5.5192
H 1.3961 -2.9925 -3.3022
H -0.3220 -2.5770 -3.1287
H 0.4080 -3.8118 -2.0861
H 0.9611 2.9860 -2.0864
H 2.2339 4.7060 -0.8474
H 4.1792 3.9503 0.5910
H 4.6943 1.5291 0.6563
H -0.1377 -1.3791 -5.0314
H -0.3518 0.2059 -5.8020
H -1.1925 -0.1663 -4.2953
H 2.7206 -1.5719 -4.4000
H 3.6557 -0.0772 -4.4009
H 2.6874 -0.5151 -5.8220
H 0.5542 2.7646 -4.4200
H 1.5400 2.0909 -5.7353
H 2.3186 2.6711 -4.2509
H -2.4370 -1.3401 3.7317
H -3.7902 0.4581 2.7864
H -2.6878 2.1778 1.2929
H -0.2459 1.9337 0.8804
H -0.7362 -3.6562 5.9229
H 0.8329 -4.3132 5.4642
H -0.6232 -5.2883 5.2234
H -2.9599 -3.2882 3.5947
H -2.4247 -4.8799 3.0461
H -2.4118 -3.5024 1.9355
H 1.4335 -5.1026 2.6763
H 0.5649 -4.4163 1.3070
H -0.1682 -5.7226 2.2599
H 3.0865 -3.4365 2.4294
H 2.7992 -3.8996 4.1120
H 4.1088 -2.7787 3.7195
H 3.1483 -0.4554 1.7557
H 3.8474 0.0149 3.3250
H 2.3346 0.7523 2.7193
H 1.7433 -1.9484 6.1254
H 1.6186 -0.2279 5.7644
H 3.2151 -1.0035 5.8084
C -4.5366 0.6611 -1.0933
As -3.0253 -0.5091 -1.4875
C -3.5573 -2.0415 -0.4007
C -3.6777 -1.1729 -3.2096
H -5.4668 0.0939 -1.1671
H -4.5196 1.4888 -1.8000
H -4.4176 1.0620 -0.0887
H -4.6339 -2.2085 -0.4809
H -3.2800 -1.8587 0.6348
H -3.0226 -2.9231 -0.7561
H -4.6963 -1.5485 -3.0907
H -3.0263 -1.9715 -3.5641
H -3.6646 -0.3621 -3.9377
S -1.8181 2.5850 -2.4915
C -1.1848 4.1165 -1.8969
C -1.3169 4.4982 -0.5554
C -0.8267 5.7076 -0.0901
C -0.1913 6.5936 -0.9530
C -0.0554 6.2385 -2.2889
C -0.5390 5.0230 -2.7494
H -1.8064 3.8154 0.1242
H -0.9381 5.9549 0.9599
H 0.1985 7.5368 -0.5885
H 0.4429 6.9082 -2.9823
H -0.4195 4.7549 -3.7924

# 3
11
Properties=species:S:1:pos:R:3 method="wB97M-V/def2-TZVPD" de_lowest_ev=3.0934 e_homo_ev=-8.3 homo_lumo_gap_ev=8.938 e_lumo_ev=0.6
N -2.5969 -0.8588 -0.0460
C -1.5889 0.0573 -0.1662
N -1.2746 1.3694 -0.1961
C 0.1552 1.3137 0.2397
C 0.6679 0.0508 0.3745
S 2.3238 -0.3016 -0.2176
O -0.3912 -0.7196 0.1454
H -3.6528 -0.5541 -0.2718
H -2.4338 -1.7938 0.3724
H 0.9498 2.1844 0.4582
H 2.7807 -1.3582 0.7654